[1]
{"formula": "C10H14F24HfO6P4", "method": "ωB97M-V/def2-TZVPD", "de_lowest_kj_mol": 311.8, "total_energy_ha": -4651.00279, "largest_force_ha_per_bohr": 0.0840, "lumo_energy_ev": -9.9, "elements": ["Hf", "P", "F", "F", "F", "F", "F", "F", "P", "F", "F", "F", "F", "F", "F", "P", "F", "F", "F", "F", "F", "F", "P", "F", "F", "F", "F", "F", "F", "C", "O", "C", "C", "O", "C", "H", "H", "H", "H", "H", "H", "H", "H", "H", "H", "C", "C", "C", "O", "C", "C", "C", "O", "O", "O", "H", "H", "H", "H"], "xyz": [[-1.36, -0.27, 0.22], [1.23, 4.39, 0.30], [1.11, 5.85, -0.39], [2.31, 3.78, -0.72], [2.41, 4.91, 1.22], [1.19, 2.98, 1.06], [-0.01, 4.82, 1.31], [0.14, 3.55, -0.61], [-0.65, -0.40, -5.21], [0.45, 0.51, -4.52], [-1.63, -0.05, -3.93], [-1.42, 0.76, -6.14], [-1.89, -1.34, -5.69], [0.27, -0.94, -6.42], [-0.21, -1.63, -4.17], [-5.76, -2.85, -0.40], [-4.27, -3.09, -0.81], [-5.90, -1.67, -1.58], [-6.50, -3.86, -1.41], [-7.21, -2.36, 0.21], [-5.57, -4.01, 0.71], [-5.12, -1.84, 0.68], [0.14, -3.92, 3.12], [0.86, -2.48, 2.94], [-0.01, -3.76, 1.51], [1.60, -4.65, 2.87], [-0.84, -5.20, 3.18], [0.28, -3.79, 4.75], [-1.09, -2.84, 3.12], [-1.87, 2.03, 4.40], [-2.72, 1.88, 3.19], [-4.04, 2.33, 3.42], [-4.60, 2.97, 2.21], [-3.89, 2.47, 1.04], [-4.49, 3.01, -0.10], [-2.19, 2.92, 4.95], [-0.81, 1.97, 4.17], [-2.23, 1.15, 4.94], [-4.05, 2.96, 4.31], [-4.53, 1.42, 3.76], [-4.52, 4.06, 2.24], [-5.67, 2.79, 2.22], [-4.78, 4.06, 0.00], [-5.40, 2.45, -0.34], [-3.91, 2.99, -1.02], [5.89, -1.58, -2.74], [7.11, -1.88, -3.14], [8.26, -1.89, -2.20], [9.46, -1.99, -2.53], [7.81, -1.73, -0.78], [6.54, -1.42, -0.43], [5.39, -1.32, -1.38], [4.20, -1.09, -1.19], [6.14, -1.28, 0.87], [7.43, -1.83, -4.43], [5.17, -1.62, -3.55], [8.48, -1.75, 0.07], [6.89, -1.02, 1.41], [8.37, -1.66, -4.55]]}

---

[2]
{"formula": "C30H24AuClNO4P", "method": "ωB97M-V/def2-TZVPD", "de_lowest_kj_mol": 56.3, "s2": 2.023, "total_energy_ha": -2450.30899, "largest_force_ha_per_bohr": 0.0693, "multiplicity": 3, "lumo_energy_ev": [-0.6, -2.9], "elements": ["C", "C", "C", "H", "C", "C", "H", "H", "H", "H", "Au", "Cl", "P", "C", "C", "H", "C", "H", "C", "H", "C", "H", "C", "H", "C", "C", "H", "C", "H", "C", "H", "C", "H", "C", "H", "C", "C", "H", "C", "H", "C", "H", "C", "H", "C", "H", "O", "C", "O", "C", "C", "C", "C", "C", "C", "N", "O", "O", "H", "H", "H", "H"], "xyz": [[-0.94, -1.90, 2.32], [-0.84, -2.59, 1.09], [0.54, -2.94, 0.88], [-1.63, -2.80, 0.40], [1.30, -2.49, 1.97], [0.39, -1.93, 2.96], [0.59, -1.80, 4.03], [-1.86, -1.60, 2.81], [0.91, -3.43, 0.00], [2.34, -2.70, 2.12], [0.69, 0.05, 2.21], [1.96, 1.17, 0.55], [0.18, -0.02, -2.01], [1.41, -1.13, -2.62], [1.12, -1.96, -3.71], [0.12, -1.97, -4.14], [2.11, -2.75, -4.28], [1.91, -3.36, -5.16], [3.41, -2.76, -3.72], [4.20, -3.36, -4.17], [3.68, -2.00, -2.57], [4.69, -2.02, -2.13], [2.68, -1.21, -2.01], [2.86, -0.62, -1.11], [-1.46, -0.51, -2.45], [-1.86, -1.86, -2.29], [-1.17, -2.59, -1.87], [-3.14, -2.26, -2.68], [-3.44, -3.31, -2.60], [-4.04, -1.30, -3.20], [-5.04, -1.63, -3.54], [-3.68, 0.05, -3.25], [-4.40, 0.79, -3.63], [-2.42, 0.45, -2.82], [-2.16, 1.51, -2.80], [0.50, 1.66, -2.47], [1.10, 1.88, -3.72], [1.41, 1.04, -4.34], [1.28, 3.20, -4.18], [1.69, 3.38, -5.17], [0.93, 4.28, -3.35], [1.07, 5.31, -3.70], [0.42, 4.06, -2.07], [0.18, 4.90, -1.40], [0.20, 2.75, -1.63], [-0.18, 2.55, -0.63], [-2.90, 2.21, 2.31], [-1.75, 1.82, 2.37], [-0.91, 1.48, 1.39], [-1.10, 1.61, 3.75], [0.33, 1.57, 3.91], [0.94, 1.37, 5.17], [0.11, 1.15, 6.29], [-1.30, 1.15, 6.14], [-1.88, 1.35, 4.88], [0.71, 0.91, 7.55], [1.96, 0.86, 7.60], [0.00, 0.77, 8.55], [1.06, 1.83, 3.09], [2.02, 1.34, 5.27], [-1.92, 0.99, 7.02], [-2.97, 1.34, 4.77]]}

---

[3]
{"formula": "C4H7NO2S", "method": "ωB97M-V/def2-TZVPD", "de_lowest_kj_mol": 396.6, "smiles": "C=NS(=O)(=O)C1CC1", "total_energy_ha": -759.92548, "largest_force_ha_per_bohr": 0.0796, "lumo_energy_ev": 0.0, "elements": ["C", "C", "C", "C", "N", "O", "O", "S", "H", "H", "H", "H", "H", "H", "H"], "xyz": [[-2.50, -1.65, 0.06], [1.87, -0.24, 0.00], [1.69, 1.22, -0.28], [0.75, 0.52, 0.71], [-1.29, -1.20, 0.16], [-0.81, 0.56, -1.61], [-1.69, 1.40, 0.54], [-0.87, 0.39, -0.15], [-2.54, -2.75, 0.10], [-3.34, -0.94, 0.03], [1.67, -1.01, -0.86], [2.73, -0.47, 0.63], [2.43, 1.67, 0.24], [1.33, 1.56, -1.24], [0.58, 0.96, 1.66]]}

---

[4]
{"formula": "C4H10N4", "method": "ωB97M-V/def2-TZVPD", "de_lowest_kj_mol": 489.4, "total_energy_ha": -377.26039, "largest_force_ha_per_bohr": 0.0922, "lumo_energy_ev": 0.2, "elements": ["C", "N", "C", "N", "H", "H", "H", "H", "C", "C", "N", "N", "H", "H", "H", "H", "H", "H"], "xyz": [[-0.17, 1.26, 1.62], [0.07, -0.04, 0.94], [-1.35, -0.75, 0.39], [-1.91, -1.66, 0.86], [0.33, -0.78, 1.60], [-0.73, 1.90, 0.95], [0.81, 1.69, 1.82], [-0.71, 1.07, 2.54], [-1.28, -0.05, -1.48], [0.95, 0.02, -0.31], [1.31, -1.24, -0.78], [1.73, 1.04, -0.31], [0.62, -1.98, -0.77], [2.25, -1.54, -0.58], [2.44, 0.96, -1.03], [-0.61, 0.50, -2.15], [-2.18, 0.56, -1.36], [-1.56, -0.99, -1.95]]}

---

[5]
{"formula": "C33H56N2O21", "method": "ωB97M-V/def2-TZVPD", "de_lowest_kj_mol": 467.4, "smiles": "C[C@H]1COC(=O)O1.C[C@H]1COC(=O)O1.C[C@H]1COC(=O)O1.C[C@H]1COC(=O)O1.COC(=O)OC.COC(=O)OC.COC(=O)OC.CCCC#N.CCCC#N", "total_energy_ha": -2980.27871, "largest_force_ha_per_bohr": 0.1904, "lumo_energy_ev": -0.3, "elements": ["C", "C", "C", "O", "C", "O", "O", "H", "H", "H", "H", "H", "H", "C", "C", "C", "O", "C", "O", "O", "H", "H", "H", "H", "H", "H", "C", "C", "C", "O", "C", "O", "O", "H", "H", "H", "H", "H", "H", "C", "C", "C", "O", "C", "O", "O", "H", "H", "H", "H", "H", "H", "C", "O", "C", "O", "O", "C", "H", "H", "H", "H", "H", "H", "C", "O", "C", "O", "O", "C", "H", "H", "H", "H", "H", "H", "C", "O", "C", "O", "O", "C", "H", "H", "H", "H", "H", "H", "C", "C", "C", "C", "N", "H", "H", "H", "H", "H", "H", "H", "C", "C", "C", "C", "N", "H", "H", "H", "H", "H", "H", "H"], "xyz": [[-5.81, 1.77, 1.33], [-4.73, 1.90, 2.48], [-3.52, 0.91, 2.39], [-2.46, 1.71, 2.85], [-2.71, 2.94, 2.52], [-1.98, 3.96, 2.49], [-4.03, 3.10, 2.18], [-5.47, 1.90, 0.34], [-6.60, 2.37, 1.50], [-6.28, 0.77, 1.23], [-5.28, 1.97, 3.43], [-3.25, 0.68, 1.38], [-3.55, 0.04, 3.09], [2.96, 3.21, -2.00], [2.43, 2.21, -0.89], [3.07, 0.80, -0.73], [3.79, 0.83, 0.39], [3.67, 2.03, 0.96], [4.38, 2.39, 1.89], [2.76, 2.76, 0.39], [2.05, 3.72, -2.22], [3.42, 2.93, -2.94], [3.58, 3.98, -1.53], [1.31, 2.16, -1.02], [3.88, 0.64, -1.43], [2.44, -0.07, -0.89], [-0.28, -4.26, 2.67], [-0.06, -3.01, 3.58], [-1.16, -1.91, 3.47], [-2.04, -2.15, 4.54], [-1.39, -2.84, 5.38], [-1.83, -3.18, 6.47], [-0.19, -3.36, 4.88], [-1.20, -4.75, 2.81], [0.47, -4.99, 2.80], [-0.23, -3.91, 1.65], [1.00, -2.68, 3.38], [-1.66, -2.08, 2.49], [-0.79, -0.86, 3.46], [2.68, 0.17, -4.62], [1.30, 0.57, -4.79], [0.27, -0.53, -4.44], [-0.73, 0.25, -3.75], [-0.25, 1.39, -3.44], [-0.88, 2.11, -2.55], [0.94, 1.65, -3.99], [2.94, -0.62, -5.22], [2.89, 0.01, -3.64], [3.30, 1.02, -4.97], [1.07, 0.78, -5.87], [0.75, -1.20, -3.77], [-0.28, -0.99, -5.30], [6.16, -4.57, 4.83], [6.01, -3.30, 4.18], [4.83, -2.58, 4.11], [3.53, -3.11, 4.26], [5.03, -1.24, 3.81], [3.91, -0.40, 3.79], [5.30, -5.17, 4.44], [6.15, -4.45, 5.90], [7.09, -5.08, 4.53], [3.27, -0.37, 4.67], [3.18, -0.50, 2.95], [4.32, 0.64, 3.75], [0.57, 2.15, 2.46], [-0.18, 1.50, 1.43], [0.04, 0.21, 1.06], [1.21, -0.51, 1.47], [-0.85, -0.23, 0.29], [-0.59, -1.44, -0.40], [0.98, 3.02, 2.06], [1.48, 1.80, 2.98], [-0.08, 2.32, 3.34], [0.10, -1.20, -1.23], [-1.43, -1.72, -0.86], [-0.13, -2.29, 0.14], [-3.22, -1.41, -6.31], [-3.08, -1.44, -4.87], [-3.84, -0.75, -4.10], [-4.87, 0.11, -4.56], [-3.55, -0.89, -2.76], [-4.04, 0.13, -1.92], [-4.07, -2.12, -6.42], [-2.36, -1.60, -6.98], [-3.53, -0.36, -6.48], [-4.17, -0.15, -0.90], [-4.91, 0.58, -2.27], [-3.24, 0.97, -1.94], [-1.84, -3.61, -3.24], [-1.25, -4.67, -2.33], [0.31, -4.56, -2.23], [0.93, -5.40, -1.17], [1.41, -6.05, -0.33], [-1.37, -3.68, -4.25], [-1.61, -2.58, -3.02], [-2.91, -3.54, -3.29], [-1.47, -5.64, -2.85], [-1.71, -4.61, -1.38], [0.44, -3.50, -1.89], [0.86, -4.62, -3.21], [0.68, 6.29, 2.12], [0.70, 6.18, 0.59], [-0.11, 5.09, -0.15], [0.06, 5.23, -1.65], [0.17, 5.34, -2.85], [1.31, 5.44, 2.64], [-0.36, 6.30, 2.41], [0.98, 7.26, 2.55], [1.72, 6.17, 0.36], [0.24, 7.11, 0.30], [-1.18, 5.18, 0.10], [0.27, 4.10, -0.13]]}

---

[6]
{"formula": "C3H6N4", "method": "ωB97M-V/def2-TZVPD", "de_lowest_kj_mol": 372.7, "smiles": "C/N=C\\N=C=NN", "total_energy_ha": -336.80729, "largest_force_ha_per_bohr": 0.0800, "lumo_energy_ev": 0.1, "elements": ["C", "C", "C", "N", "N", "N", "N", "H", "H", "H", "H", "H", "H"], "xyz": [[-1.48, -0.12, 0.25], [0.61, 0.01, -0.60], [2.59, -0.84, 0.51], [-0.35, 0.31, 0.42], [1.82, -0.39, -0.56], [-3.77, -0.73, 0.00], [-2.41, -0.81, 0.40], [0.35, 0.49, -1.54], [3.74, -0.89, 0.16], [2.46, -1.92, 0.64], [2.50, -0.35, 1.47], [-3.76, -0.44, -0.98], [-4.25, 0.01, 0.55]]}